Entry 1:
Molecular formula: C6H8ClN2O4P
Method: DFT, ωB97M-V with the def2-TZVPD basis set

Computed properties:
energy above the lowest of the compared OMol25 structures with the same formula, charge and spin = 323.2 kJ/mol
E_HOMO (alpha / beta) = -9.13 / -7.49 eV
Kohn-Sham gap (alpha / beta) = 0.315 / 0.240 Eh
multiplicity = 1

```
22
Properties=species:S:1:pos:R:3:forces:R:3:nbo_charge:R:1
C 1.3442 0.3802 0.3203 1.1 0.2 0.1 0.23
C 0.6828 -0.2252 -0.5810 -0.9 -2.2 -1.0 -0.06
C -2.2544 1.4496 0.0297 0.0 0.1 -0.6 -0.10
C -0.3151 0.2447 -1.5373 -0.3 2.6 1.4 -0.78
C 2.4277 0.2749 1.2651 -0.8 0.5 1.6 -0.74
C -2.3412 -2.2069 0.5464 -0.6 2.4 1.4 -0.03
N -2.7294 2.5640 0.0407 1.1 0.1 1.5 -0.16
N 0.8455 -1.7624 -0.7725 0.9 1.4 -0.7 0.53
O 1.2807 -2.4286 0.1237 0.0 -0.5 0.6 -0.37
O 0.6396 -2.1316 -1.9118 -0.2 -0.7 0.3 -0.39
O -3.7139 3.1363 -0.7202 -0.2 1.5 -1.1 -0.53
O -1.6418 -1.0266 0.2176 0.1 -2.0 1.5 -0.81
P -2.0321 -0.0452 -0.9701 -1.3 1.1 -1.1 1.10
Cl -4.0550 -1.8724 1.0055 -0.4 0.3 0.0 -0.10
H -0.0895 1.3075 -1.6252 -0.5 0.2 -0.3 0.26
H -0.2606 -0.1838 -2.4732 0.5 -1.0 -1.9 0.27
H 2.5275 1.3165 1.6742 0.1 -1.1 0.5 0.25
H 3.3809 0.0594 0.8320 0.5 -0.3 -0.6 0.25
H 2.1781 -0.5566 1.9995 0.4 1.4 -0.4 0.26
H -1.9181 -2.4524 1.5117 0.4 -1.1 -0.5 0.23
H -2.4959 -2.8521 -0.2695 0.7 -1.2 -0.7 0.21
H -3.4959 4.1108 -0.6575 -0.5 -1.5 0.0 0.48
```
Forces are in eV/Å.

***

Entry 2:
Molecular formula: C6H8ClN2P
Method: DFT, ωB97M-V with the def2-TZVPD basis set

Computed properties:
energy above the lowest of the compared OMol25 structures with the same formula, charge and spin = 10.6 kJ/mol
E_HOMO = -8.19 eV
Kohn-Sham gap = 0.335 Eh
multiplicity = 1

```
18
Properties=species:S:1:pos:R:3:forces:R:3:nbo_charge:R:1
N -1.1058 -2.0413 -0.4068 0.3 1.7 -0.7 -0.82
C -0.9559 -0.6351 -0.1650 2.3 -0.4 0.3 0.12
C -1.9470 0.2608 -0.4579 -0.8 -0.2 0.6 -0.23
C -1.8022 1.6011 -0.1265 -0.2 -1.0 -2.0 -0.23
C -0.5790 2.0798 0.2069 0.4 3.4 1.6 -0.20
C 0.4753 1.2657 0.4704 -0.1 -1.6 -0.1 -0.27
C 0.3108 -0.0947 0.2425 0.2 -1.4 0.3 0.14
N 1.3907 -1.0726 0.4054 -0.2 -0.2 -2.6 -0.93
P 2.9718 -0.3633 0.7429 -1.9 0.4 -0.1 0.79
Cl 3.7413 0.0930 -1.1213 0.1 -0.1 -0.1 -0.33
H -2.0778 -2.1391 -0.5308 -1.2 -0.7 -0.4 0.37
H -0.8229 -2.6860 0.2945 0.6 -0.1 0.8 0.38
H -2.8987 -0.0739 -0.8845 0.3 0.0 0.3 0.21
H -2.6167 2.1563 -0.4858 -0.8 1.4 0.2 0.21
H -0.3501 3.1666 0.4396 -0.9 -1.2 -0.5 0.21
H 1.3384 1.6988 0.9304 0.6 -0.1 -0.2 0.23
H 1.2518 -1.7010 -0.5135 1.0 1.3 2.8 0.41
H 3.6761 -1.5151 0.9596 0.4 -1.1 -0.2 -0.06
```
Forces are in eV/Å.

***

Entry 3:
Molecular formula: C6H8ClNO
Method: DFT, ωB97M-V with the def2-TZVPD basis set

Computed properties:
energy above the lowest of the compared OMol25 structures with the same formula, charge and spin = 22.3 kJ/mol
E_HOMO = -9.57 eV
Kohn-Sham gap = 0.364 Eh
multiplicity = 1

```
17
Properties=species:S:1:pos:R:3:forces:R:3:nbo_charge:R:1
O -2.7977 0.5022 -0.5746 -0.3 0.0 -0.2 -0.70
C -1.6651 1.0009 0.0783 0.3 0.1 0.3 -0.07
C -0.5563 -0.0571 0.0684 -0.2 0.3 0.6 0.13
Cl -1.2788 -1.5953 0.6992 -0.1 -0.2 0.2 -0.07
C 0.5948 0.3236 1.0061 -0.2 -0.1 -0.2 -0.50
C 1.7922 -0.5350 0.7465 0.1 0.0 -0.1 -0.09
C 1.9739 -1.0834 -0.4553 0.1 0.0 0.5 -0.30
C 0.9873 -0.8179 -1.4867 -0.1 0.1 -0.1 0.12
N -0.1615 -0.3235 -1.2772 -0.2 0.1 -0.8 -0.42
H -3.4284 1.2167 -0.7078 0.1 0.0 0.0 0.47
H -1.2688 1.8907 -0.4327 0.0 -0.1 0.1 0.17
H -1.8947 1.2638 1.1228 0.1 0.0 -0.1 0.16
H 0.2701 0.2268 2.0423 0.0 0.1 0.0 0.24
H 0.8655 1.3734 0.8352 0.0 0.0 0.0 0.23
H 2.5057 -0.6516 1.5489 0.1 -0.1 0.0 0.21
H 2.8291 -1.6942 -0.6953 0.1 0.0 0.0 0.22
H 1.2327 -1.0402 -2.5179 0.1 0.0 -0.2 0.19
```
Forces are in eV/Å.

***

Entry 4:
Molecular formula: C6H8ClNO
Method: DFT, ωB97M-V with the def2-TZVPD basis set

Computed properties:
energy above the lowest of the compared OMol25 structures with the same formula, charge and spin = 119.2 kJ/mol
E_HOMO = -9.62 eV
Kohn-Sham gap = 0.343 Eh
multiplicity = 1

```
17
Properties=species:S:1:pos:R:3:forces:R:3:nbo_charge:R:1
H 1.1884 0.0672 2.2611 -0.4 -0.1 0.7 0.34
N 1.1657 0.9815 1.8176 0.0 -0.6 -0.8 -0.56
C 0.5588 0.8546 0.7181 -0.8 -0.8 -0.2 0.30
C 0.7321 1.7566 -0.4370 0.8 1.7 -1.1 -0.39
Cl -0.4501 3.0473 -0.6787 -0.8 0.3 0.1 -0.02
C 0.3882 0.5355 -1.3774 1.3 -2.0 1.7 0.62
O 0.7938 0.1091 -2.4126 -0.4 0.9 -0.3 -0.47
C -0.1502 -0.3315 -0.1363 -1.3 2.9 1.3 -0.19
C -1.7410 -0.4040 -0.0704 1.3 1.1 0.0 -0.60
C 0.4355 -1.6373 0.2071 -0.4 -2.3 -1.6 -0.63
H 1.7041 2.3426 -0.4174 -0.9 -1.4 -0.5 0.27
H -2.0052 -1.0575 -0.8822 -0.4 -0.6 -0.1 0.22
H -2.2517 0.5431 -0.2520 0.3 0.2 -0.1 0.22
H -2.1108 -0.7315 0.8981 0.2 -0.4 0.0 0.22
H -0.2200 -2.4957 -0.1237 0.5 0.9 0.3 0.22
H 0.6264 -1.8147 1.2565 0.0 0.3 0.4 0.22
H 1.3359 -1.7652 -0.3708 0.7 -0.2 0.1 0.23
```
Forces are in eV/Å.